# 1
A molecular structure, C11H21BBeBr4F3N in a non-equilibrium geometry, computed with ωB97M-V/def2-TZVPD.

Structure (XYZ):
```
42
Properties=species:S:1:pos:R:3:forces:R:3:nbo_charge:R:1
H -1.7289 -5.1296 -1.6602 0.1 0.1 0.1 0.22
H 1.9221 -0.2550 -0.4983 1.6 1.3 1.6 0.32
Br -4.7298 3.9416 2.2980 0.3 -0.3 0.3 0.09
H -0.1884 -5.6494 0.1940 0.2 0.1 0.0 0.22
H -0.3214 0.0084 -0.3652 -2.2 0.2 -0.7 0.21
H 3.6591 0.4254 -0.7913 -2.6 0.3 0.9 0.31
Br -3.3733 1.8462 -2.1846 1.1 -0.1 0.3 -0.05
H 0.4682 -3.3254 0.8560 0.2 0.1 -0.2 0.26
H 1.3274 1.8033 -1.6432 1.3 0.1 1.9 0.25
H -1.7148 -3.7801 -0.5090 0.1 -0.1 -0.1 0.21
C -1.4499 0.1815 -0.6663 0.5 0.3 0.4 -0.65
H -3.7211 3.7365 4.5713 0.1 -0.3 -0.4 0.23
H -0.1755 4.8250 -0.2991 0.3 -0.2 -0.1 -0.08
F 3.4702 -1.2155 1.1273 -0.6 1.6 -0.3 -0.39
F 4.3702 1.4695 0.9444 -2.0 -0.9 -0.3 -0.31
B -0.0736 3.6567 -0.0514 -0.4 -1.5 0.6 0.72
C 1.5077 -2.8900 -0.9705 2.9 5.5 -5.5 0.33
C -1.4557 2.7686 -0.1184 -1.3 0.5 -0.1 -0.87
F 1.4045 2.5168 1.7467 -0.1 0.4 -2.5 -0.38
C 1.0207 -3.8710 0.0834 0.3 0.4 -0.9 -0.52
C 2.0724 2.0658 -0.7627 1.5 0.6 0.6 -0.44
H -2.0580 0.1665 0.3591 1.2 0.1 -2.4 0.23
Br -4.1215 1.3237 4.0761 0.2 0.4 -0.2 0.09
H -1.8310 -0.6823 -1.3586 0.9 1.8 1.2 0.24
H 2.1369 4.0215 0.4082 -1.3 -2.4 0.3 0.20
H -2.3592 3.5284 -0.2965 2.0 -1.6 0.4 0.26
Br -1.7061 3.2590 3.1789 -0.4 0.0 0.6 0.11
H 0.7021 -5.4873 -1.3196 -0.2 0.1 0.2 0.17
Be 2.5702 -5.8033 -2.0556 0.6 -0.2 -0.3 0.06
H -0.7741 1.8625 -2.2187 -1.5 -0.5 1.7 0.22
C 2.6481 0.6404 -0.1945 0.8 -0.3 -6.0 -0.49
H 1.8851 -4.3480 0.5572 0.0 0.3 -0.1 0.27
N 1.9116 -2.0761 -1.8448 -3.3 -6.3 6.8 -0.38
C 0.1292 -4.9297 -0.5686 -0.7 0.2 0.1 -0.39
H 2.9387 0.6332 0.9389 1.2 -0.4 2.5 0.44
H -0.8418 -3.6577 -2.0511 0.0 0.0 0.1 0.22
C -1.1082 -4.3353 -1.2337 -0.1 -0.1 -0.1 -0.62
C -3.5881 3.1471 3.6580 -0.1 0.2 0.2 -0.49
H -1.7130 2.2445 0.9226 0.8 0.9 -2.7 0.27
H 2.9863 2.6238 -1.2865 -2.1 -1.1 1.3 0.25
C 1.4291 3.0607 0.3696 0.9 1.6 -0.5 -0.12
C -1.5263 1.6793 -1.3413 -0.1 -0.8 1.3 -0.20
```
Forces are in eV/Å.

The net charge is 0. The energy comes out at -302622.306 eV. The value obtained for the LUMO energy is -5.4 eV. For the highest occupied orbital energy, the calculation gives -8.1 eV. As for the multiplicity: 1. The value obtained for the HOMO-LUMO gap is 2.67 eV. The relative energy (zero: lowest compared OMol25 entry of this formula, charge and spin) is 743.0 kJ/mol.

---

# 2
C11H21BN2O4 in the gas phase in a non-equilibrium geometry, computed with ωB97M-V/def2-TZVPD.

Structure (XYZ):
```
39
Properties=species:S:1:pos:R:3:forces:R:3:nbo_charge:R:1
H -0.4246 -2.3467 1.4322 0.0 -0.1 -0.3 0.21
H 1.2435 -2.0812 3.3607 -0.1 0.0 0.4 0.23
C 1.4632 -1.2965 1.3638 0.7 0.5 -0.6 -0.39
H 1.8218 0.4115 -2.5501 0.6 0.4 -0.2 0.36
H 2.0481 -2.0578 0.8074 -0.3 0.2 0.3 0.20
N -2.6988 0.5858 -0.9299 0.0 1.7 0.6 -0.62
C -0.0373 -1.4273 0.9821 1.1 0.4 0.1 -0.41
H 2.1355 0.9985 5.2293 0.7 -0.4 -0.5 0.50
H -2.2664 0.5821 -0.0026 -0.1 -0.1 -0.5 0.37
C 0.3031 -0.1177 -1.3413 0.7 -0.4 -0.6 0.00
C -1.7260 -1.6458 -0.9550 1.0 0.7 -0.5 -0.40
H -3.2761 2.1479 -2.1952 0.1 0.0 -0.2 0.19
C -2.4124 1.9182 -1.5669 -1.0 -0.6 0.4 -0.24
H -2.8492 -0.6290 -2.5808 0.3 -0.1 0.1 0.19
H -1.3127 2.1320 -3.4768 0.2 -0.4 1.0 0.22
H -0.5282 -0.1161 -3.3411 0.2 -0.3 -0.1 0.23
H -0.3401 2.3804 -1.9906 0.0 -0.1 -0.4 0.20
C 1.8035 -1.3093 2.8406 0.3 1.0 0.6 -0.78
H -2.3655 -1.6821 -0.0918 -0.3 -0.1 0.5 0.22
O 2.5410 0.2881 4.6814 -0.9 0.7 0.4 -0.89
C -0.8147 0.2598 -2.3671 -0.6 0.0 1.0 -0.22
O 0.7866 1.1171 3.2797 0.9 -0.3 -1.5 -0.94
H -2.3964 2.7284 -0.8140 0.3 -0.6 -0.2 0.21
H 0.4596 1.1588 2.3221 0.4 -0.3 1.9 0.52
O 1.7962 1.6743 -0.6260 -0.4 0.5 0.9 -0.69
H -1.8252 -2.6050 -1.4696 0.0 0.3 -0.2 0.22
H 0.3624 -2.1793 -0.9595 0.3 -0.5 -0.2 0.22
N 1.5178 -0.4270 -2.1021 -0.7 -1.6 0.3 -0.83
O -0.1411 1.2456 0.4558 -1.1 2.2 2.8 -0.65
H 1.8562 2.3763 0.0562 0.0 -0.3 -0.4 0.50
C -2.1174 -0.4179 -1.7815 0.3 0.1 -0.8 -0.05
H 2.2122 -0.7718 -1.4466 0.3 0.3 -0.3 0.36
B 1.7470 0.1226 3.5729 -2.2 -0.3 -0.1 1.12
C 0.6382 1.0204 -0.3976 0.2 -1.5 -2.2 0.83
H 2.8558 -1.4820 3.0564 0.3 -0.8 -0.5 0.24
H -0.5924 -0.6182 1.4386 -0.2 0.0 0.2 0.22
H 1.9123 -0.3122 1.0737 -0.6 -0.7 -0.6 0.18
C -1.1389 1.7675 -2.4256 -0.2 0.3 -0.5 -0.44
C -0.2407 -1.3926 -0.5410 -0.1 0.2 0.0 -0.21
```
Forces are in eV/Å.

The net charge is 0. The energy comes out at -23597.275 eV. The value obtained for the LUMO energy is 0.4 eV. For the highest occupied orbital energy, the calculation gives -8.8 eV. As for the multiplicity: 1. Its SMILES is N[C@]1(C(=O)O)[C@@H](CCCB(O)O)C[C@H]2NCC[C@H]21. The value obtained for the HOMO-LUMO gap is 9.20 eV. The relative energy (zero: lowest compared OMol25 entry of this formula, charge and spin) is 68.8 kJ/mol.

---

# 3
4 unconnected molecules or ions with the total composition C11H21BO11P2, computed with ωB97M-V/def2-TZVPD.

Structure (XYZ):
```
46
Properties=species:S:1:pos:R:3:forces:R:3:nbo_charge:R:1
P 0.5275 2.6502 3.3330 -0.3 0.5 -0.3 0.54
C 2.5028 1.7683 -4.3373 0.1 -0.1 0.1 -0.11
O 1.2807 1.4336 -5.0132 -0.1 0.0 -0.1 -0.48
O 2.6401 -0.2817 -5.3684 0.0 0.0 -0.1 -0.49
O 0.4584 -0.4620 -5.8961 0.1 0.0 -0.1 -0.60
H -1.1591 1.0833 4.2200 0.0 0.0 0.0 0.24
H -0.0750 0.1211 1.9890 -0.3 0.2 -0.1 0.05
O -2.4279 0.3961 2.3078 -0.1 0.0 -0.1 -0.58
O 1.5769 -3.4816 -2.3367 0.0 -0.1 0.0 -0.48
O 0.5143 -1.5735 -1.9387 -0.1 0.0 0.1 -0.51
O 1.8915 1.2673 -0.6497 -0.7 0.0 -0.7 -0.94
H 2.7290 2.8182 -4.4943 0.0 0.0 -0.1 0.21
H -0.2941 1.9228 5.5232 0.0 0.0 0.0 0.22
C 0.3365 -3.5728 -3.0510 -0.1 0.1 -0.1 -0.10
H -1.1848 -1.9893 -3.0658 0.0 0.0 0.1 0.21
C -5.1245 -1.2652 3.5566 0.0 -0.1 0.0 -0.10
H 2.0247 1.9716 5.1976 0.0 -0.1 -0.1 0.21
C -0.1081 -2.1204 -3.1144 0.1 0.0 0.0 -0.11
H 4.2693 0.4545 -4.3268 -0.1 -0.1 0.0 0.21
H 2.1058 3.7008 4.8056 0.1 0.0 0.1 0.23
C 1.5849 -2.3397 -1.6265 -0.1 0.1 -0.1 0.97
C -3.2075 -0.3929 2.7311 -0.1 -0.1 0.0 0.97
O -4.3412 -0.0787 3.3967 0.0 0.1 0.0 -0.49
C 1.3759 0.1756 -5.4803 -0.1 0.1 0.2 0.97
O 2.4171 -2.0187 -0.8393 0.0 0.1 0.1 -0.59
H -0.6253 2.5919 -0.4317 0.1 0.2 0.1 0.51
H 0.2908 -1.5751 -3.9638 -0.1 -0.2 -0.2 0.21
H 0.5113 -4.0249 -4.0225 0.1 0.0 0.0 0.21
H -1.5412 2.7590 4.5927 -0.1 0.0 0.0 0.23
H -4.4207 -3.2693 2.9777 0.0 0.0 -0.1 0.21
C -0.7330 2.0325 4.5319 -0.1 -0.1 0.1 -0.93
O 0.2211 2.8526 -0.0516 0.2 0.0 0.0 -0.94
H 2.3724 1.5765 -3.2712 0.0 0.0 0.0 0.22
B 1.0187 1.7794 0.2790 -0.4 -0.3 0.1 0.95
C 2.0369 2.6972 4.3831 0.0 0.0 0.2 -0.93
H -3.6188 -2.5927 4.4152 0.0 0.0 0.0 0.19
C 3.4895 0.8126 -4.9916 0.0 0.1 0.0 -0.10
H 3.9365 1.2285 -5.8953 0.0 0.0 0.0 0.19
H 2.9170 2.5206 3.7663 0.0 0.0 0.0 0.24
O -3.0818 -1.7359 2.6231 0.0 0.0 0.0 -0.49
P 1.0613 0.9437 2.0604 0.9 -0.3 0.2 -0.19
C -4.0704 -2.3568 3.4507 -0.1 0.0 0.1 -0.10
H -5.6399 -1.2352 4.5118 0.1 0.0 0.0 0.21
H -5.8540 -1.3128 2.7469 0.0 0.0 0.0 0.19
H 1.7671 0.3131 -0.7609 0.7 -0.2 0.4 0.52
H -0.3506 -4.1918 -2.4727 0.0 0.0 0.0 0.18
```
Forces are in eV/Å.

The net charge is 0. The energy comes out at -53525.887 eV. The value obtained for the LUMO energy is 0.4 eV. For the highest occupied orbital energy, the calculation gives -7.1 eV. As for the multiplicity: 1. Its SMILES is CP(C)#[PH]B(O)O.O=C1OCCO1.O=C1OCCO1.O=C1OCCO1. The value obtained for the HOMO-LUMO gap is 7.54 eV.

---

# 4
2 unconnected molecules or ions with the total composition C11H21BS in a non-equilibrium geometry, computed with ωB97M-V/def2-TZVPD.

Structure (XYZ):
```
34
Properties=species:S:1:pos:R:3:forces:R:3:nbo_charge:R:1
C 2.1734 -2.1095 1.4084 -0.3 -2.0 1.0 -0.62
C -1.7088 1.5034 0.9205 -1.1 0.0 2.1 -0.44
H -2.2013 1.2030 1.9137 -0.1 0.7 -1.5 0.23
C -0.6292 2.9867 -1.4757 3.0 1.2 -0.2 -0.43
C -0.2635 1.1588 1.2839 1.1 1.3 -0.8 -0.41
H -1.2658 3.5314 -0.8222 -0.7 0.3 0.3 0.22
C 1.3376 -4.6033 0.8257 -1.2 0.6 -0.2 -0.62
H 3.3092 -2.0545 1.3634 -1.3 -1.1 0.6 0.21
H -0.2618 3.6688 -2.2528 -0.4 0.3 0.2 0.23
C 0.6794 2.5817 -0.7104 1.4 0.4 0.3 -0.41
H 0.4128 -4.7581 1.4362 1.0 -0.1 -0.1 0.21
H 2.2129 -5.0590 1.2465 0.6 0.3 0.9 0.21
H -1.9558 -0.5167 0.3090 -1.1 1.7 -0.7 0.25
C -2.1925 0.5224 -0.1827 0.7 -1.6 1.0 -0.41
H 0.1181 2.0228 1.8999 -0.2 -1.3 0.1 0.22
H -1.7235 -0.2733 -2.1330 0.1 0.5 0.3 0.26
H -0.0206 0.1134 1.6448 -1.0 1.3 0.4 0.26
H 1.6978 1.2004 0.4972 -1.3 -0.6 -1.0 0.25
H -2.3443 1.8570 -2.3419 0.2 1.5 0.0 0.22
C 1.4143 -3.0625 0.4466 1.1 -1.2 0.9 -0.37
C -1.2489 1.8587 -2.1797 -2.2 -3.2 -1.9 -0.40
H 1.2119 -5.2412 -0.0575 -0.4 0.6 -0.2 0.21
S -0.2705 -2.5278 0.3564 -0.5 2.4 -1.5 -0.22
H -1.8605 2.6668 0.8253 0.2 -2.5 -0.1 0.21
C 0.6521 1.2482 0.0198 2.5 -1.4 0.5 -0.75
H 1.8846 -3.0747 -0.4964 0.4 0.4 -1.4 0.19
B 0.0171 0.0692 -0.8080 -0.1 -0.3 1.8 1.18
H -3.2430 0.5528 -0.5328 0.5 0.2 0.6 0.23
H 1.6256 2.6425 -1.3099 -1.1 -0.6 -0.6 0.22
H 1.9483 -1.1201 1.1632 -0.8 1.6 -0.5 0.20
H 1.5814 -2.3432 2.3658 1.9 0.6 -0.6 0.22
H 1.1474 3.2284 0.0755 -1.6 0.6 -0.2 0.22
H -0.9401 1.6334 -3.2440 0.5 0.7 1.2 0.22
C -1.2938 0.4940 -1.4545 0.3 -1.2 -0.7 -0.79
```
Forces are in eV/Å.

The net charge is 0. The energy comes out at -23254.727 eV. The value obtained for the LUMO energy is -0.5 eV. For the highest occupied orbital energy, the calculation gives -7.8 eV. As for the multiplicity: 1. The value obtained for the HOMO-LUMO gap is 7.28 eV. The relative energy (zero: lowest compared OMol25 entry of this formula, charge and spin) is 110.0 kJ/mol.